# 1
{
  "formula": "C16H20ClN2O2",
  "method": "ωB97M-V with the def2-TZVPD basis set",
  "homo_lumo_gap_ev": 8.6118,
  "e_homo_ev": -11.29,
  "relative_energy_kcal_mol": 1.9,
  "charge": 1,
  "multiplicity": 1,
  "smiles": "CCOc1cc(C[NH2+]Cc2ccccn2)cc(Cl)c1OC",
  "species": ["Cl", "O", "O", "N", "N", "C", "C", "C", "C", "C", "C", "C", "C", "C", "C", "C", "C", "C", "C", "C", "C", "H", "H", "H", "H", "H", "H", "H", "H", "H", "H", "H", "H", "H", "H", "H", "H", "H", "H", "H", "H"],
  "positions_angstrom": [[-1.1068, 3.5407, -0.4737], [-3.4491, 2.2890, 0.3953], [-3.8386, -0.6247, 0.7041], [3.4289, 0.8233, 0.3313], [1.8182, -0.9862, 0.6266], [-4.1886, -2.3695, -1.0217], [0.8729, -1.2396, -0.4919], [5.4336, 2.0005, -0.1072], [-0.2040, 1.0124, -0.5090], [-2.6570, -0.0492, 0.3030], [-2.5267, 1.3466, 0.1626], [-1.5523, -0.8696, 0.0926], [-4.6898, -1.1046, -0.3381], [4.0741, 1.9657, 0.1608], [6.1232, 0.8001, -0.1987], [3.1834, -1.5299, 0.4787], [-0.3317, -0.3589, -0.3124], [-1.2775, 1.8405, -0.2657], [4.0856, -0.3307, 0.2452], [-4.6828, 2.0009, 1.0277], [5.4403, -0.3972, -0.0203], [0.7234, 1.4444, -0.8500], [-3.9851, -3.1417, -0.2840], [-5.6355, -1.3033, 0.1707], [3.2365, -2.2252, -0.3617], [1.3897, -0.9932, -1.4215], [-4.5453, 1.3802, 1.9135], [-1.6794, -1.9288, 0.2536], [-3.2875, -2.1732, -1.5990], [3.4791, 2.8639, 0.2432], [1.3746, -1.2428, 1.5083], [2.0839, 0.0909, 0.6240], [3.4961, -2.0647, 1.3780], [-5.3802, 1.5141, 0.3432], [7.1815, 0.7922, -0.4065], [5.9379, 2.9428, -0.2410], [0.5922, -2.2944, -0.5038], [-4.8431, -0.3161, -1.0871], [-4.9577, -2.7310, -1.6980], [-5.0841, 2.9722, 1.3143], [5.9476, -1.3461, -0.0852]],
  "atomic_forces_ev_per_a": [[0.107, 0.089, -0.046], [0.347, -0.180, -0.290], [0.475, 0.194, 0.156], [0.116, -0.244, -0.024], [0.134, 0.276, 0.250], [0.005, 0.336, 0.237], [-0.564, 0.075, -0.323], [-0.127, -0.088, 0.027], [-0.243, -0.043, 0.037], [-0.137, 0.051, -0.018], [0.084, -0.042, 0.041], [0.045, 0.100, -0.001], [-0.271, -0.221, -0.337], [0.326, 0.345, -0.075], [-0.200, -0.093, 0.048], [0.445, -0.411, -0.019], [0.018, -0.012, -0.008], [-0.116, -0.067, 0.059], [0.034, 0.255, -0.041], [-0.491, -0.049, 0.353], [-0.077, 0.136, 0.007], [0.143, 0.100, -0.057], [0.019, -0.106, 0.048], [0.052, 0.078, -0.125], [-0.111, 0.040, 0.086], [0.117, -0.074, 0.094], [-0.018, 0.089, -0.072], [-0.050, -0.141, 0.032], [0.036, -0.050, -0.074], [0.032, 0.110, -0.007], [0.112, 0.064, -0.076], [-0.439, -0.443, 0.160], [-0.158, 0.036, -0.053], [0.070, 0.012, 0.036], [0.103, 0.003, -0.022], [0.031, 0.107, -0.011], [0.151, 0.056, 0.017], [-0.028, -0.017, 0.143], [-0.062, -0.051, -0.104], [0.024, -0.093, -0.036], [0.065, -0.123, -0.011]],
  "lowdin_charge": [0.759, -0.085, -0.085, 0.070, 0.012, -0.066, -0.091, -0.025, -0.069, -0.192, -0.218, 0.036, -0.228, -0.077, -0.023, -0.060, -0.226, -0.561, -0.240, -0.034, 0.005, 0.108, 0.082, 0.130, 0.142, 0.144, 0.105, 0.127, 0.069, 0.126, 0.186, 0.128, 0.145, 0.091, 0.121, 0.116, 0.139, 0.127, 0.083, 0.104, 0.124]
}

=====

# 2
{
  "formula": "C16H20F4N2O",
  "method": "ωB97M-V with the def2-TZVPD basis set",
  "homo_lumo_gap_ev": 9.1015,
  "e_homo_ev": -8.68,
  "relative_energy_kcal_mol": 0.0,
  "charge": 0,
  "multiplicity": 1,
  "smiles": "CC(C)CN(C(=O)c1cccc(F)c1C(F)(F)F)[C@H]1CCNC1",
  "species": ["F", "F", "F", "F", "O", "N", "N", "C", "C", "C", "C", "C", "C", "C", "C", "C", "C", "C", "C", "C", "C", "C", "C", "H", "H", "H", "H", "H", "H", "H", "H", "H", "H", "H", "H", "H", "H", "H", "H", "H", "H", "H", "H"],
  "positions_angstrom": [[1.0589, 1.4536, 4.3908], [1.8319, 2.7389, 2.7379], [-0.0413, 1.8371, 2.4791], [3.7564, 1.1547, 3.7534], [-0.8938, -1.2404, 1.8543], [1.4686, 2.2863, -1.9742], [-0.6125, -0.0322, -0.0243], [-0.1335, 0.6758, -2.5288], [0.3742, 0.4201, -1.0626], [1.1996, 1.6574, -0.6973], [-2.9641, -1.2677, -2.1586], [0.9396, 1.5470, -3.1286], [3.8655, -0.8707, 2.4698], [-2.7208, -1.1888, -0.6976], [-2.1106, 0.2324, -0.2496], [1.1209, 1.6641, 3.0328], [1.2968, -0.6540, 1.5934], [-4.1351, -1.5153, -0.0143], [-0.1184, -0.6769, 1.0668], [3.2890, -1.8940, 1.7325], [3.1537, 0.2281, 2.8967], [1.8097, 0.4464, 2.4303], [2.0280, -1.7849, 1.3013], [-4.3221, -2.5938, -0.2492], [0.7253, 2.2331, -3.8162], [-2.1141, -1.7164, -2.7354], [-1.1360, 1.0048, -2.5989], [3.7797, -2.8741, 1.8250], [1.5948, -2.5264, 0.7245], [4.7418, -0.9380, 3.0048], [-3.0526, -0.2359, -2.6730], [1.0597, 3.2670, -2.0351], [2.0855, 1.4767, -0.0674], [0.4054, 2.3002, -0.2064], [-0.0901, -0.2672, -3.1487], [-4.9284, -1.0532, -0.5607], [-4.1814, -1.4097, 1.0888], [1.1254, -0.3469, -1.1430], [-3.8143, -1.9497, -2.4177], [-2.6195, 0.4467, 0.7327], [-2.0573, -2.0372, -0.3544], [-2.3776, 1.0116, -0.9577], [1.7131, 0.9914, -3.6152]],
  "atomic_forces_ev_per_a": [[-0.487, 1.008, -1.232], [0.430, 0.970, 0.709], [-2.052, 0.279, 0.297], [-0.898, -1.595, -1.330], [0.318, 0.192, -0.697], [0.565, 2.962, -0.854], [0.604, 1.772, -1.804], [0.954, -2.576, -0.539], [0.155, -0.583, -0.130], [-2.739, 1.419, -0.057], [0.628, 0.151, -3.170], [1.137, -1.428, 3.780], [-1.359, 0.716, 0.665], [-1.098, 0.030, 2.049], [0.197, -3.518, 2.012], [1.466, -2.433, -0.514], [-0.006, 2.933, 0.058], [1.560, -1.327, -0.162], [-2.761, 0.269, 2.091], [2.359, -0.869, 2.039], [-1.607, 1.208, -0.886], [1.677, -2.508, -0.055], [-0.580, 1.639, 0.041], [0.269, 0.617, 0.404], [-1.774, 2.702, -2.842], [-0.384, 0.297, 0.598], [-0.856, 0.832, 0.045], [0.038, 0.529, -0.881], [-0.944, -1.438, -0.901], [2.314, -0.698, 0.569], [-0.488, -1.564, 0.890], [0.954, -1.893, 0.486], [-0.458, 0.063, -0.309], [1.368, -0.390, 0.353], [-0.434, 0.532, 0.996], [-0.600, 0.951, 0.056], [0.055, 0.258, -0.747], [0.048, -0.858, -0.116], [0.457, 0.897, 0.168], [1.010, 0.051, -0.804], [-0.422, 1.291, -0.300], [0.717, 0.044, -0.016], [0.668, -0.930, 0.043]],
  "lowdin_charge": [0.138, 0.170, 0.191, 0.051, 0.065, -0.074, 0.018, -0.105, -0.225, -0.169, -0.131, -0.206, -0.002, -0.384, -0.046, -0.605, -0.049, -0.075, -0.419, -0.058, -0.152, 0.049, -0.048, 0.080, 0.070, 0.076, 0.070, 0.129, 0.111, 0.097, 0.098, 0.134, 0.115, 0.138, 0.126, 0.052, 0.080, 0.134, 0.084, 0.127, 0.137, 0.103, 0.104]
}